[1]
Here is a molecular structure, C12H11Cl3HfO2 in a non-equilibrium geometry from OMol25. Energies are from ωB97M-V/def2-TZVPD.

Element x y z (Å)
C 2.169 0.150 1.546
C 2.221 1.361 0.770
C 2.239 0.988 -0.612
H 2.353 2.372 1.165
C 2.092 -0.434 -0.701
C 2.066 -0.949 0.637
H 2.117 -2.000 0.919
H 2.320 0.064 2.621
H 2.468 1.653 -1.447
H 2.160 -1.032 -1.614
Hf 0.014 0.471 0.346
Cl -0.631 1.307 2.412
C -2.073 1.234 -0.881
C -1.328 0.581 -1.924
C -0.185 1.392 -2.228
H -1.659 -0.304 -2.478
C -0.177 2.503 -1.330
C -1.354 2.431 -0.516
H -1.724 3.210 0.156
H -3.086 0.991 -0.578
H 0.487 1.238 -3.074
H 0.522 3.341 -1.342
Cl -2.940 -3.165 2.609
C -2.024 -3.348 1.118
Cl -2.942 -3.047 -0.386
C -0.783 -2.456 1.244
O 0.102 -2.848 1.997
O -0.775 -1.327 0.529
H -1.649 -4.375 1.043

Values from the calculation:
Gap between HOMO and LUMO   0.323 Eh
E   -55595.1347 eV

natural (NBO) atomic charge list, values in e, 5 entries: -0.3185 -0.4032 -0.2997 0.2623 -0.3775



[2]
Here is a molecular structure, C6H10IN2 in a non-equilibrium geometry from OMol25. Energies are from ωB97M-V/def2-TZVPD.

Element x y z (Å)
C -2.405 -2.084 0.853
C 2.151 -1.092 -0.435
C -0.274 -1.699 0.046
C 0.206 1.972 0.127
C -1.097 1.299 0.333
C -1.783 0.662 -0.635
N -1.415 -2.109 0.012
N 0.823 -1.306 -0.065
I -3.796 0.107 -0.095
H -3.285 -2.771 0.567
H -2.211 -1.899 1.927
H 2.862 -1.446 0.358
H 2.213 -1.689 -1.393
H 0.264 2.972 0.160
H 0.705 1.605 1.045
H 0.636 1.618 -0.751
H -1.582 1.451 1.285
H 2.162 -0.021 -0.639
H -1.454 0.390 -1.624

Values from the calculation:
Gap between HOMO and LUMO   0.288 Eh
Charge   +1
E   -17454.4544 eV
Energy above the lowest of the compared OMol25 structures with the same formula, charge and spin   3.3174 eV

natural (NBO) atomic charge list, values in e, 5 entries: 0.0423 -0.4319 0.7272 -0.6378 -0.1512



[3]
Here is a molecular structure, C7H23CaNO3P in a non-equilibrium geometry from OMol25. Energies are from ωB97M-V/def2-TZVPD.

Element x y z (Å)
C -1.809 1.890 -1.876
Ca -0.755 0.231 -2.459
N 0.544 -1.491 -3.176
H -0.632 0.872 -3.873
H 1.544 -1.248 -3.229
H -2.042 -0.204 -3.153
H -2.269 2.422 -2.721
H -1.055 2.548 -1.397
H -2.593 1.627 -1.144
H 0.491 -2.365 -2.637
H 0.272 -1.737 -4.138
C -0.133 -3.629 1.467
C -0.451 -2.668 0.330
O 0.728 -1.984 -0.034
P 0.495 -0.256 0.116
O 1.213 -0.594 1.688
C 0.606 0.186 2.703
C -0.874 -0.136 2.938
O 0.237 1.469 0.164
C 1.452 2.105 -0.146
C 1.313 3.597 0.135
H 0.665 -4.336 1.155
H -1.042 -4.205 1.740
H 0.220 -3.069 2.358
H -0.807 -3.245 -0.549
H -1.290 -2.008 0.649
H 1.143 -0.034 3.650
H 0.755 1.272 2.525
H -1.004 -1.208 3.185
H -1.250 0.471 3.788
H -1.489 0.115 2.049
H 2.282 1.729 0.494
H 1.695 1.966 -1.223
H 1.067 3.761 1.206
H 2.265 4.118 -0.097
H 0.508 4.040 -0.488

Values from the calculation:
Gap between HOMO and LUMO (spin up / spin down)   0.241 / 0.199 Eh
Charge   -1
E   -42983.1096 eV
Energy above the lowest of the compared OMol25 structures with the same formula, charge and spin   4.2987 eV

Löwdin atomic charge list, values in e, 5 entries: -0.2855 0.5004 -0.1046 -0.2431 0.0460



[4]
Here is a molecular structure, C20H61ClGaN18O11 in a non-equilibrium geometry from OMol25. Energies are from ωB97M-V/def2-TZVPD.

Element x y z (Å)
C -7.438 -1.525 2.163
O -6.345 -0.918 1.510
C -6.719 0.241 0.760
C -7.012 -0.127 -0.686
C -5.803 -0.580 -1.536
C -4.425 -0.003 -1.189
C -3.292 -0.810 -1.881
Ga -1.434 -0.482 -1.080
C -0.798 -2.210 -0.175
C 0.573 -2.088 0.488
O 0.512 -1.354 1.725
C -1.407 1.161 0.159
C -0.309 2.166 -0.251
C 1.042 1.606 0.144
Cl 2.393 2.284 -0.879
H -7.242 -2.600 2.177
H -8.379 -1.360 1.628
H -7.521 -1.163 3.193
H -7.626 0.683 1.191
H -5.931 0.989 0.843
H -7.714 -0.966 -0.641
H -7.576 0.688 -1.147
H -6.013 -0.264 -2.565
H -5.744 -1.668 -1.578
H -4.359 1.026 -1.556
H -4.222 -0.034 -0.117
H -3.523 -1.868 -1.688
H -3.339 -0.684 -2.968
H -0.381 -0.154 -2.288
H -0.690 -2.967 -0.957
H -1.541 -2.540 0.560
H 1.272 -1.589 -0.198
H 0.964 -3.088 0.690
H -0.377 -0.990 1.756
H -1.235 0.923 1.217
H -2.369 1.681 0.100
H -0.320 2.339 -1.329
H -0.484 3.121 0.257
H 1.286 1.887 1.166
H 1.100 0.530 0.025
C 4.583 5.814 0.013
O 3.526 5.938 0.605
N 5.553 6.777 0.036
N 4.882 4.708 -0.737
H 6.422 6.696 -0.455
H 5.362 7.606 0.566
H 4.200 3.968 -0.783
H 5.753 4.595 -1.223
C 5.638 1.522 2.227
O 6.736 1.596 1.694
N 5.316 0.564 3.144
N 4.632 2.402 1.938
H 4.406 0.510 3.561
H 6.011 -0.121 3.398
H 4.824 3.114 1.258
H 3.723 2.363 2.358
C -10.796 -1.431 -0.743
O -10.264 -0.477 -0.209
N -10.285 -2.697 -0.654
N -11.944 -1.314 -1.482
H -10.703 -3.493 -1.095
H -9.436 -2.814 -0.133
H -12.339 -0.397 -1.572
H -12.390 -2.088 -1.935
C 1.757 -6.123 0.013
O 0.969 -5.197 0.028
N 2.730 -6.248 -0.937
N 1.738 -7.122 0.957
H 3.397 -7.001 -0.965
H 2.765 -5.534 -1.639
H 1.040 -7.060 1.673
H 2.383 -7.888 0.957
C 6.129 -7.965 -2.261
O 5.078 -8.077 -1.652
N 6.795 -6.777 -2.348
N 6.714 -9.019 -2.904
H 7.655 -6.662 -2.848
H 6.386 -5.984 -1.888
H 6.243 -9.902 -2.860
H 7.574 -8.945 -3.412
C 3.207 8.079 -3.054
O 4.321 8.078 -3.557
N 2.815 7.157 -2.137
N 2.258 9.008 -3.391
H 1.905 7.141 -1.718
H 3.486 6.465 -1.858
H 2.511 9.696 -4.074
H 1.337 9.019 -2.999
C -5.473 1.481 5.592
O -4.487 2.006 5.118
N -5.824 1.644 6.911
N -6.321 0.689 4.867
H -6.632 1.221 7.324
H -5.226 2.217 7.475
H -6.106 0.538 3.896
H -7.137 0.263 5.261
C 8.113 -2.509 3.377
O 7.518 -1.451 3.436
N 9.150 -2.706 2.509
N 7.793 -3.581 4.166
H 9.656 -3.567 2.438
H 9.398 -1.935 1.916
H 7.031 -3.468 4.807
H 8.272 -4.460 4.124
C 2.123 4.065 -5.153
O 1.811 4.279 -6.316
N 2.734 5.007 -4.370
N 1.897 2.880 -4.522
H 2.991 4.839 -3.418
H 2.929 5.900 -4.781
H 1.448 2.145 -5.034
H 2.159 2.732 -3.566

Values from the calculation:
Gap between HOMO and LUMO   0.213 Eh
Charge   -1
E   -135981.2418 eV
Energy above the lowest of the compared OMol25 structures with the same formula, charge and spin   0.0000 eV

Löwdin atomic charge list, values in e, 5 entries: -0.1184 -0.1867 -0.2365 -0.1796 -0.2117



[5]
Here is a molecular structure, C26H35NOPtSSe in a non-equilibrium geometry from OMol25. Energies are from ωB97M-V/def2-TZVPD.

Element x y z (Å)
Pt -0.681 -1.125 1.138
C -3.376 -2.529 -0.133
C -3.492 -2.984 1.182
C -2.376 -3.401 1.886
C -1.106 -3.347 1.278
C -1.005 -2.998 -0.099
C -2.149 -2.558 -0.780
H -4.255 -2.206 -0.673
H -4.468 -3.045 1.636
H -2.470 -3.804 2.884
H -0.271 -3.837 1.774
H -0.104 -3.254 -0.648
H -2.090 -2.323 -1.835
C -2.553 1.773 1.004
N -3.364 1.529 2.149
C -3.945 2.648 2.816
C -3.246 0.285 2.832
C -1.941 0.168 3.627
C -1.915 0.585 4.949
C -0.770 0.413 5.711
C 0.367 -0.137 5.145
C 0.357 -0.514 3.813
C -0.793 -0.365 3.034
H -3.085 2.418 0.302
H -2.297 0.823 0.512
H -1.611 2.265 1.271
H -4.251 3.399 2.088
H -3.239 3.124 3.510
H -4.821 2.334 3.385
H -3.250 -0.529 2.094
H -4.091 0.166 3.514
H -2.798 1.013 5.402
H -0.769 0.702 6.750
H 1.257 -0.268 5.744
H 1.255 -0.933 3.375
C 2.091 3.130 1.214
S 1.903 1.477 0.452
C 3.070 0.635 1.580
O 0.528 0.998 0.824
H 2.047 3.079 2.296
H 1.302 3.772 0.835
H 3.055 3.523 0.899
H 4.063 1.009 1.354
H 3.020 -0.436 1.401
H 2.815 0.855 2.611
C 3.401 0.426 -7.142
C 2.861 0.197 -5.782
C 3.610 0.512 -4.644
C 3.160 0.237 -3.372
C 3.986 0.631 -2.192
C 1.893 -0.381 -3.216
Se 1.363 -0.941 -1.523
C 1.082 -0.630 -4.350
C -0.290 -1.209 -4.229
C 1.584 -0.349 -5.603
H 4.373 0.911 -7.113
H 2.716 1.030 -7.738
H 3.505 -0.529 -7.662
H 4.577 0.982 -4.766
H 5.031 0.733 -2.470
H 3.909 -0.103 -1.391
H 3.641 1.595 -1.815
H -0.652 -1.145 -3.203
H -0.292 -2.254 -4.540
H -0.981 -0.677 -4.880
H 0.978 -0.566 -6.472

Values from the calculation:
Gap between HOMO and LUMO (spin up / spin down)   0.288 / 0.158 Eh
<S²>   6.038
Charge   +2
E   -110475.8438 eV
Energy above the lowest of the compared OMol25 structures with the same formula, charge and spin   1.0812 eV
Spin multiplicity   5

natural (NBO) atomic charge list, values in e, 5 entries: 0.4760 -0.2402 -0.1499 -0.1794 -0.2772



[6]
Here is a molecular structure, C24H26BeBrN6O4S from OMol25. Energies are from ωB97M-V/def2-TZVPD.

Element x y z (Å)
Be -0.545 -0.499 -1.670
N -1.946 -1.030 -3.998
C -1.149 0.090 -4.178
C -1.027 0.661 -5.443
C -0.342 1.844 -5.568
C 0.167 2.460 -4.425
C 0.035 1.812 -3.226
N -0.556 0.602 -3.096
C -2.743 -1.255 -2.880
C -3.918 -1.994 -3.026
C -4.725 -2.176 -1.932
C -4.366 -1.593 -0.717
C -3.184 -0.906 -0.654
N -2.345 -0.761 -1.704
H -2.280 -1.456 -4.847
H -1.497 0.187 -6.295
H -0.234 2.310 -6.539
H 0.663 3.418 -4.469
H 0.414 2.259 -2.321
H -4.184 -2.395 -3.996
H -5.641 -2.745 -2.020
H -4.990 -1.679 0.160
H -2.877 -0.432 0.263
Br 1.936 -6.501 -1.271
C 1.241 -4.753 -1.437
C 1.767 -3.728 -0.675
C 1.235 -2.448 -0.807
C 0.180 -2.123 -1.676
C -0.300 -3.214 -2.423
C 0.206 -4.504 -2.321
H 2.582 -3.922 0.010
H 1.701 -1.684 -0.192
H -1.109 -3.081 -3.136
H -0.199 -5.307 -2.922
C 0.922 2.319 7.366
C 0.612 2.122 5.883
S 1.887 2.895 4.915
O 3.129 2.213 5.173
O 1.766 4.317 5.071
C 1.440 2.525 3.226
C 1.846 1.111 2.828
N 1.545 0.863 1.406
C 0.366 0.428 0.920
N 0.382 0.398 -0.415
C 1.648 0.779 -0.794
C 2.351 1.096 0.310
N 3.715 1.572 0.336
O 4.203 1.819 -0.744
O 4.270 1.669 1.411
C -0.763 -0.010 1.782
H 0.159 1.827 7.965
H 0.931 3.378 7.619
H 1.890 1.892 7.619
H -0.325 2.598 5.590
H 0.598 1.064 5.610
H 1.996 3.270 2.652
H 0.371 2.717 3.114
H 1.323 0.357 3.410
H 2.905 0.972 2.982
H 2.006 0.767 -1.808
H -0.418 -0.299 2.771
H -1.215 -0.889 1.335
H -1.513 0.775 1.897

Values from the calculation:
Gap between HOMO and LUMO   0.276 Eh
Charge   +1
E   -123714.2740 eV

natural (NBO) atomic charge list, values in e, 5 entries: 1.6125 -0.5797 0.4204 -0.2662 -0.1072



[7]
Here is a molecular structure, C3H9N2 in a non-equilibrium geometry from OMol25. Energies are from ωB97M-V/def2-TZVPD.

Element x y z (Å)
C -1.368 -1.256 0.237
C -1.107 0.214 -0.205
N -0.276 0.901 0.701
C 1.473 0.688 -0.121
N 1.427 -0.528 -0.562
H -2.156 -1.187 1.008
H -1.782 -1.941 -0.540
H -0.471 -1.657 0.714
H -0.546 0.141 -1.189
H -2.004 0.752 -0.498
H -0.838 1.709 1.015
H 2.048 1.045 0.751
H 2.288 -0.820 -1.031
H 1.157 1.514 -0.769

Values from the calculation:
Gap between HOMO and LUMO   0.230 Eh
Charge   +1
E   -6223.7314 eV
Energy above the lowest of the compared OMol25 structures with the same formula, charge and spin   7.3170 eV

natural (NBO) atomic charge list, values in e, 5 entries: -0.5954 -0.2957 -0.3487 -0.0086 -0.4314



[8]
Here is 2 unconnected molecules or ions with the total composition C9H15NO2Si in a non-equilibrium geometry from OMol25. Energies are from ωB97M-V/def2-TZVPD.

Element x y z (Å)
C 1.021 -2.591 -2.376
C 1.344 -2.182 2.498
C -2.861 -2.070 0.244
C 1.193 -1.842 -1.312
C 0.222 -1.767 1.858
C -1.925 -1.556 -0.501
C -0.104 2.079 0.601
C 0.449 4.503 1.016
C 0.240 1.487 -1.728
N -0.252 3.184 1.249
O -0.544 0.950 0.858
O 0.707 2.077 -0.568
Si -0.111 -1.595 0.068
H 1.856 -2.769 -3.058
H 0.126 -2.936 -2.658
H 1.448 -1.863 3.567
H 2.224 -2.689 2.043
H -3.834 -1.992 0.065
H -2.711 -2.692 1.127
H 2.187 -1.802 -1.100
H -0.441 -1.199 2.395
H -2.259 -0.854 -1.339
H 1.538 4.358 1.077
H 0.109 4.840 0.015
H -0.030 5.134 1.900
H -0.297 0.562 -1.333
H 1.083 1.142 -2.302
H -0.377 2.084 -2.306

Values from the calculation:
Gap between HOMO and LUMO   0.207 Eh
E   -23032.6584 eV
Energy above the lowest of the compared OMol25 structures with the same formula, charge and spin   5.0241 eV

natural (NBO) atomic charge list, values in e, 5 entries: -0.2597 -0.2498 -0.2783 -0.6977 -0.7751



[9]
Here is 3 unconnected molecules or ions with the total composition C42H57Cl2FIN2O8S2 in a non-equilibrium geometry from OMol25. Energies are from ωB97M-V/def2-TZVPD.

Element x y z (Å)
C -0.235 -6.159 2.074
C 0.355 -4.967 2.561
C 0.969 -3.540 3.196
I 2.741 -4.218 4.339
O 1.486 -2.834 2.059
C 0.849 -1.590 1.678
C 1.830 -0.904 0.505
C 1.594 0.689 0.264
O 0.476 1.397 0.392
C 2.923 1.550 -0.279
C 3.065 3.075 0.389
C 4.268 4.133 -0.019
C 5.350 3.575 -1.164
C 5.218 2.046 -1.830
C 3.991 0.997 -1.396
C -0.549 -1.768 0.777
C -0.626 -3.152 -0.090
C -2.167 -3.754 -0.345
C -2.391 -5.122 -1.248
C -1.128 -5.963 -1.882
C 0.401 -5.396 -1.646
C 0.584 -3.998 -0.779
C 0.692 -0.724 3.034
C 1.971 -0.312 3.904
Cl 1.539 1.345 4.730
C 3.414 -0.019 3.267
C 4.428 -1.284 3.048
Cl 4.307 1.060 4.550
N -0.310 -1.352 4.023
O -1.540 -0.854 3.822
C -1.766 0.281 4.772
N -1.662 1.272 5.634
C -0.242 -2.895 4.087
C -0.172 -3.165 5.694
C -0.197 -4.613 6.340
F -0.244 -5.810 5.499
O -1.455 -3.354 3.399
C -2.554 -3.796 4.211
C -3.891 -3.906 3.210
C -5.092 -4.525 4.194
C -4.425 -2.445 2.696
C -6.017 -2.397 2.309
C -6.327 -0.922 1.587
C -6.503 -3.532 1.226
H -0.692 -7.075 1.484
H 1.597 -1.426 -0.544
H 2.968 -1.089 0.696
H 2.257 3.457 1.176
H 4.331 5.223 0.451
H 6.192 4.335 -1.487
H 6.027 1.781 -2.644
H 3.890 -0.080 -1.873
H -0.657 -0.900 -0.038
H -1.529 -1.707 1.403
H -3.129 -3.226 0.063
H -3.474 -5.521 -1.455
H -1.277 -6.940 -2.528
H 1.384 -5.923 -2.061
H 1.697 -3.606 -0.629
H 0.145 0.293 2.719
H 2.120 -1.107 4.783
H 3.464 0.630 2.295
H 4.003 -2.145 2.359
H 4.730 -1.799 4.081
H 5.446 -0.914 2.572
H -0.040 -0.946 4.971
H 0.812 -2.607 6.081
H -1.057 -2.520 6.175
H -1.124 -4.687 7.090
H 0.755 -4.734 7.053
H -2.473 -4.843 4.724
H -2.886 -3.018 5.054
H -3.701 -4.693 2.354
H -4.649 -5.267 5.013
H -5.903 -5.120 3.598
H -5.526 -3.610 4.814
H -4.236 -1.643 3.561
H -3.808 -2.057 1.773
H -6.648 -2.380 3.312
H -7.462 -0.909 1.243
H -5.677 -0.784 0.612
H -6.214 -0.025 2.352
H -7.465 -3.078 0.686
H -6.897 -4.536 1.737
H -5.731 -3.746 0.361
C 4.389 7.217 -5.604
C 3.255 6.823 -4.659
C 3.116 5.303 -4.717
S 4.734 4.669 -5.136
O 4.662 4.051 -6.443
O 5.291 3.988 -3.985
C 5.529 6.255 -5.305
H 4.693 8.258 -5.462
H 4.061 7.099 -6.644
H 3.508 7.132 -3.637
H 2.315 7.316 -4.927
H 2.803 4.890 -3.755
H 2.418 4.994 -5.500
H 6.277 6.215 -6.098
H 6.005 6.494 -4.349
C -1.528 3.983 -7.342
C -2.698 4.280 -6.405
C -2.253 5.388 -5.452
S -1.025 6.341 -6.332
O 0.249 6.180 -5.663
O -1.572 7.643 -6.655
C -1.018 5.339 -7.807
H -1.832 3.358 -8.186
H -0.740 3.454 -6.793
H -3.558 4.622 -6.993
H -3.011 3.388 -5.854
H -3.087 6.038 -5.175
H -1.785 4.979 -4.553
H -0.011 5.299 -8.226
H -1.707 5.795 -8.524

Values from the calculation:
Gap between HOMO and LUMO   0.228 Eh
Charge   +1
E   -121329.7256 eV

Löwdin atomic charge list, values in e, 5 entries: 0.1290 -0.0710 -0.6169 1.0683 -0.1828